79
Properties=species:S:1:pos:R:3:forces:R:3:lowdin_spin:R:1 method="wB97M-V/def2-TZVPD" e_tot_ev=-89489.9500 homo_lumo_gap_ev="6.66 / 6.26" e_above_lowest_ev=0.0000 spin_multiplicity=2 s2=0.76 total_charge=+1
Ru -1.66783 0.91537 -0.91759 -0.218 -0.380 -0.401 0.484
C -5.09760 -0.71766 2.80343 0.012 -0.043 -0.047 0.000
N -4.23152 -1.56756 1.99971 -0.014 0.001 0.046 0.000
C -4.10205 -2.93512 2.12980 0.003 0.018 -0.043 0.000
C -3.23675 -3.34897 1.19802 -0.023 -0.032 0.049 0.000
N -2.81605 -2.22045 0.47627 0.074 -0.015 0.008 0.001
C -3.44348 -1.11523 1.00061 -0.021 0.099 -0.029 -0.003
S -3.35687 0.53567 0.65417 0.015 -0.104 -0.007 0.012
C -2.11937 -2.34166 -0.75741 -0.051 -0.015 0.021 0.000
C -1.56815 -3.57196 -1.10290 0.013 0.023 -0.037 0.000
C -1.06676 -3.73818 -2.37995 0.001 -0.041 0.005 0.000
C -1.16499 -2.69847 -3.28835 -0.010 0.022 -0.013 0.000
C -1.67629 -1.50076 -2.83479 -0.035 -0.062 -0.002 0.002
N -2.08949 -1.29521 -1.57734 0.207 0.122 0.083 0.011
H -5.64932 -1.35409 3.48942 0.002 0.011 0.012 0.000
H -5.79139 -0.18388 2.15682 -0.004 0.010 0.003 0.000
H -4.50325 0.00341 3.36063 -0.006 0.016 0.003 0.000
H -4.64721 -3.49070 2.87149 0.004 -0.007 -0.003 0.000
H -2.91321 -4.34484 0.97550 0.016 -0.001 -0.006 0.000
H -1.51889 -4.39077 -0.40453 -0.006 0.007 0.027 0.000
H -0.62898 -4.68589 -2.66333 0.009 0.009 -0.005 0.000
H -0.83277 -2.79731 -4.31141 -0.001 -0.011 0.002 0.000
H -1.75823 -0.64689 -3.49096 0.004 0.005 -0.001 0.000
N 2.73932 0.01674 -6.03453 0.015 0.009 0.026 0.000
C 2.24407 -0.11099 -4.78303 0.011 -0.012 0.008 0.000
O 2.59143 -0.99997 -4.02697 -0.018 -0.012 0.015 0.000
C 1.22084 0.90218 -4.35338 -0.004 0.015 -0.011 0.000
C 0.95936 2.10035 -5.00238 0.004 -0.023 -0.019 -0.001
C -0.04224 2.91468 -4.50626 -0.047 -0.014 0.005 0.001
C -0.74757 2.51724 -3.38479 0.057 -0.008 -0.024 0.005
N -0.46974 1.38342 -2.71612 -0.031 0.163 0.147 0.005
C 0.50025 0.60906 -3.20673 -0.033 -0.077 0.084 0.000
H 3.41345 -0.66453 -6.34086 -0.004 0.000 -0.012 0.000
H 2.37405 0.66803 -6.70361 0.009 -0.009 -0.003 0.000
H 1.52604 2.40953 -5.87153 -0.016 0.013 0.001 0.000
H -0.29314 3.85261 -4.98044 0.010 -0.003 -0.009 0.000
H -1.55162 3.11526 -2.98299 0.012 0.018 0.050 0.005
H 0.71587 -0.30522 -2.67448 0.057 0.017 0.031 0.001
S -2.01597 2.96543 -0.46645 -0.036 0.381 0.086 0.466
C -1.63084 -0.29006 3.75520 0.016 0.006 0.008 0.000
Si -0.01794 -0.75071 2.90723 -0.045 -0.030 0.105 -0.001
C 1.35156 -0.46746 4.15010 0.028 0.019 -0.029 -0.001
C 0.05793 -2.56440 2.40777 0.021 0.036 -0.035 0.000
Sb 0.27355 0.70114 0.80068 -0.010 -0.074 0.011 -0.011
Si 2.48703 -0.23375 -0.10605 0.088 -0.059 0.000 -0.001
C 2.11903 -1.92163 -0.83854 -0.001 0.046 -0.042 0.000
C 3.71889 -0.51598 1.27619 -0.032 -0.025 0.033 0.000
C 3.20332 1.02802 -1.29740 -0.018 -0.007 0.023 0.000
Si 0.85769 3.01271 1.77829 0.058 0.098 -0.009 0.000
C 2.40703 2.91771 2.83013 -0.002 0.008 -0.001 -0.001
C -0.57128 3.54297 2.85859 0.043 -0.015 -0.023 0.000
C 1.24784 4.14398 0.34209 -0.018 -0.017 -0.002 0.011
H -2.11946 -1.17444 4.17271 -0.002 -0.013 0.003 0.000
H -2.32139 0.22121 3.08660 0.026 -0.018 0.026 0.000
H -1.41514 0.38835 4.58376 0.006 -0.005 -0.002 0.000
H 1.16459 -1.12559 5.00467 -0.007 -0.008 -0.011 0.000
H 1.36722 0.55458 4.52641 -0.042 0.018 0.006 0.000
H 2.34089 -0.70264 3.76161 0.028 0.005 -0.019 0.000
H -0.47260 -3.18700 3.13256 -0.002 0.008 0.002 0.000
H 1.10053 -2.89127 2.39274 0.002 0.005 -0.001 0.000
H -0.35459 -2.75469 1.41809 -0.053 -0.016 -0.018 0.000
H 1.67454 -2.55860 -0.06974 0.013 0.000 0.002 0.000
H 3.05074 -2.38841 -1.16824 0.014 0.015 0.000 0.000
H 1.45442 -1.90838 -1.70077 -0.027 0.000 -0.013 0.000
H 3.46574 -1.40459 1.85621 -0.011 -0.009 0.030 0.000
H 3.80673 0.32760 1.96033 -0.001 0.016 -0.002 0.000
H 4.70342 -0.68898 0.83184 -0.009 0.003 -0.017 0.000
H 2.45422 1.70879 -1.70204 -0.007 -0.011 -0.029 0.000
H 3.69810 0.52355 -2.12910 0.013 -0.006 -0.017 0.000
H 3.94593 1.63400 -0.77280 -0.006 -0.003 0.007 0.000
H 2.27386 2.34054 3.74390 0.010 -0.028 -0.010 0.000
H 2.66264 3.93973 3.12720 -0.005 -0.003 0.002 0.000
H 3.26565 2.51793 2.28961 -0.004 -0.007 -0.034 0.000
H -0.57709 2.96332 3.78509 -0.016 -0.008 -0.005 0.000
H -1.52782 3.42262 2.35236 0.000 0.003 -0.009 0.001
H -0.45686 4.59666 3.12739 0.013 -0.004 0.008 0.000
H 2.18851 3.84230 -0.12536 -0.003 -0.003 0.004 0.000
H 1.37450 5.16480 0.71327 0.003 -0.002 0.004 0.000
H 0.46499 4.15342 -0.41533 -0.014 -0.007 0.014 0.013


13
Properties=species:S:1:pos:R:3:forces:R:3:nbo_charge:R:1 method="wB97M-V/def2-TZVPD" e_tot_ev=-9371.4722 homo_lumo_gap_ev=8.63 e_above_lowest_ev=5.6234 spin_multiplicity=1
O -2.09719 -0.89078 2.13353 0.321 0.341 -0.245 -0.494
C -1.41382 -0.13502 1.48684 -0.181 -0.262 0.172 0.406
C -1.33668 -0.21014 -0.00459 -0.161 -0.169 0.094 -0.057
O -0.91968 0.97557 -0.66863 -0.064 0.174 -0.059 -0.466
C 2.32186 0.82340 -0.85382 -0.279 -0.244 0.005 0.027
C 1.31261 0.06749 -0.09324 0.016 0.214 0.009 -0.631
C -0.04860 -0.13556 -0.72276 0.215 -0.106 -0.128 0.073
H -0.81031 0.66733 1.95870 -0.087 -0.083 -0.034 0.120
H -2.16206 -0.74949 -0.46924 0.126 0.054 0.073 0.210
H 2.00338 0.76348 -1.92120 0.104 0.000 0.152 0.086
H 1.88522 -0.89148 -0.11407 0.008 0.043 -0.026 0.296
H 1.28151 0.34516 0.96627 0.007 -0.062 -0.150 0.237
H -0.01624 -0.62995 -1.69779 -0.026 0.101 0.136 0.193


Copy entry 2 word for word.
13
Properties=species:S:1:pos:R:3:forces:R:3:nbo_charge:R:1 method="wB97M-V/def2-TZVPD" e_tot_ev=-9371.4722 homo_lumo_gap_ev=8.63 e_above_lowest_ev=5.6234 spin_multiplicity=1
O -2.09719 -0.89078 2.13353 0.321 0.341 -0.245 -0.494
C -1.41382 -0.13502 1.48684 -0.181 -0.262 0.172 0.406
C -1.33668 -0.21014 -0.00459 -0.161 -0.169 0.094 -0.057
O -0.91968 0.97557 -0.66863 -0.064 0.174 -0.059 -0.466
C 2.32186 0.82340 -0.85382 -0.279 -0.244 0.005 0.027
C 1.31261 0.06749 -0.09324 0.016 0.214 0.009 -0.631
C -0.04860 -0.13556 -0.72276 0.215 -0.106 -0.128 0.073
H -0.81031 0.66733 1.95870 -0.087 -0.083 -0.034 0.120
H -2.16206 -0.74949 -0.46924 0.126 0.054 0.073 0.210
H 2.00338 0.76348 -1.92120 0.104 0.000 0.152 0.086
H 1.88522 -0.89148 -0.11407 0.008 0.043 -0.026 0.296
H 1.28151 0.34516 0.96627 0.007 -0.062 -0.150 0.237
H -0.01624 -0.62995 -1.69779 -0.026 0.101 0.136 0.193